Density functional theory data (ωB97M-V/def2-TZVPD) for 2 unconnected molecules or ions with the total composition C15H22O5S in a non-equilibrium geometry.

The geometry in ORCA input format:
```
! RIJCOSX wB97M-V def2-TZVPD def2/J DEFGRID3
* xyz 0 1
C -0.953 3.303 0.747
C -1.241 1.972 0.156
C -0.340 1.029 -0.153
C 1.138 1.155 -0.001
C 1.762 2.338 -0.768
O 1.010 2.728 -1.900
C -0.865 -0.226 -0.746
O -0.227 -0.872 -1.566
C -2.227 -0.634 -0.305
S -2.515 -2.372 -0.246
C -3.149 0.309 -0.039
C -4.547 -0.039 0.368
C -5.517 1.122 0.518
O -5.295 1.809 1.739
C -2.680 1.719 -0.161
O -3.395 2.646 -0.496
H -0.917 4.051 -0.039
H -1.755 3.597 1.411
H -0.017 3.323 1.284
H 1.579 0.259 -0.429
H 1.441 1.158 1.040
H 2.781 2.094 -1.051
H 1.796 3.214 -0.132
H 1.102 2.044 -2.566
H -3.154 -2.396 0.932
H -4.535 -0.558 1.320
H -4.969 -0.741 -0.348
H -6.521 0.710 0.564
H -5.490 1.791 -0.329
H -4.851 2.637 1.561
C 5.090 -2.966 0.171
C 4.061 -3.720 -0.666
C 2.753 -3.240 -0.052
O 2.991 -1.906 0.408
C 4.393 -1.629 0.383
H 6.060 -2.862 -0.313
H 5.238 -3.470 1.129
H 4.125 -3.406 -1.710
H 4.171 -4.802 -0.628
H 2.465 -3.858 0.805
H 1.926 -3.228 -0.763
H 4.599 -0.940 -0.444
H 4.678 -1.143 1.317
*
```

Summary:
Highest occupied orbital energy in eV: -9.05
E_LUMO in eV: -0.93
Energy relative to the best compared isomer or geometry (same formula, charge and spin) in eV: 0.000
SMILES: CC1=C(CCO)C(=O)C(S)=C(CCO)C1=O.C1CCOC1